i | Computed, not measured: a cluster of 2 separate species, C4H13N2O2 in total, with wB97M-V/def2-TZVPD.

Last column: Löwdin charge in e.
Cartesian coordinates (Å):
H -0.5673 -0.7928 2.5935  0.04
C 1.1740 1.2561 0.6468  -0.20
H -1.8645 -0.9671 -1.2282  -0.02
H 0.5220 -1.8766 -2.0504  0.09
H -0.4642 -0.8502 0.8934  0.00
H 1.1747 -1.7085 -0.4433  0.08
H 0.3123 1.2695 2.6368  0.08
O -2.6953 -0.4150 -1.7754  -0.27
H 1.3894 2.3357 0.9714  0.11
C 0.1599 1.0957 -0.5113  -0.24
N 0.7955 0.1381 -1.4971  -0.06
N 0.0050 -0.6248 1.7848  -0.01
H -0.8256 0.7277 -0.2903  0.07
H 0.1282 0.1821 -2.2907  0.08
H 0.0021 2.1117 -1.0656  0.12
H 1.7487 0.2743 2.4729  0.08
O -0.8390 -1.4294 -0.5454  -0.30
C 0.4137 -1.3208 -1.1102  -0.37
H 2.0787 0.9287 0.2450  0.06
H -3.4571 -0.9025 -1.4058  -0.03
C 0.8087 0.5681 1.9696  -0.32

Properties
* spin multiplicity: 1
* charge: -1
* LUMO: 4.13 eV
* HOMO-LUMO gap: 8.292 eV
* HOMO: -4.2 eV

ii | Computed, not measured: a cluster of 2 separate species, C4H13N2O2 in total, with wB97M-V/def2-TZVPD.

Last column: Löwdin charge in e.
Cartesian coordinates (Å):
H -1.0655 -0.0823 2.3482  0.10
C -0.1487 0.4469 2.0461  -0.28
H -0.4724 1.4882 2.0456  0.10
O -1.6958 -0.6224 -3.5043  -0.19
H 0.6402 -1.7407 -0.4788  0.06
O 0.5862 -0.2001 -2.3359  -0.30
N -0.3630 0.8474 -0.3785  -0.04
N 0.8532 0.2734 3.0878  -0.02
H 0.4872 -2.0867 1.2671  0.06
H -0.7706 -0.5055 -3.0209  -0.02
C 0.4231 0.9451 -1.6505  -0.49
H 1.3380 0.2527 0.5504  0.13
H -0.9253 -1.7667 0.2564  0.07
H 1.3908 1.3875 -1.3563  0.08
H 1.4721 -0.5111 2.9152  0.05
H -1.2412 0.4166 -0.6521  0.09
H 1.4523 1.0868 3.1253  0.05
H -2.2297 0.0767 -3.1139  -0.02
C 0.2716 0.0317 0.6367  -0.44
C 0.1112 -1.4777 0.4303  -0.07
H -0.1136 1.7401 -2.2180  0.09

Properties
* spin multiplicity: 1
* charge: -1
* LUMO: 3.92 eV
* HOMO-LUMO gap: 7.518 eV
* HOMO: -3.6 eV

Here is how they stack up, most stable first: ii, i.

i | Computed, not measured: the molecule C4H6FNO2, with wB97M-V/def2-TZVPD.

Last column: Löwdin charge in e.
Cartesian coordinates (Å):
H -1.0808 -2.1075 0.1168  0.17
H 1.1660 1.8768 -0.2238  0.07
H -2.4219 1.1103 -0.3972  0.14
C -0.3571 0.3724 0.0460  -0.25
O 2.3020 -0.1650 -0.8169  0.07
C -1.6339 0.3237 -0.3222  -0.09
N 0.3440 -0.9101 0.1353  -0.12
C 0.3087 1.6528 0.3833  -0.03
F -2.0555 -0.8576 -0.7964  0.00
H -0.5833 2.3403 0.2520  0.10
H 1.9631 -2.0704 -0.1746  0.15
O -0.1769 -2.0688 0.6949  -0.01
H 0.6068 1.5316 1.4956  0.13
C 1.6189 -1.0286 -0.3929  -0.31

Properties
* SMILES: C/C(=C/F)N(O)C=O
* spin multiplicity: 1
* LUMO: 0.81 eV
* HOMO-LUMO gap: 9.928 eV
* HOMO: -9.1 eV

ii | Computed, not measured: the molecule C4H6FNO2, with wB97M-V/def2-TZVPD.

Last column: Löwdin charge in e.
Cartesian coordinates (Å):
F -0.1721 2.5574 1.0389  0.12
C -0.7628 0.3139 -1.2041  -0.02
O 1.2328 -0.6126 0.5548  -0.05
H 0.2685 0.5629 -1.7036  0.11
H 0.7732 -1.8664 -0.9054  0.14
H -1.4885 0.9840 -1.6757  0.08
C -0.9341 -0.8104 -0.4869  -0.13
N 0.6688 0.5262 1.3240  -0.25
C 0.2706 -1.5021 0.0174  -0.21
C 0.4972 1.5486 0.5193  -0.15
H 1.0597 1.5499 -0.3771  0.12
O 0.3074 0.3094 2.4689  0.05
H -1.8569 -1.2539 -0.1801  0.10
H 0.1362 -2.3068 0.6094  0.08

Properties
* SMILES: C=CCO/[N+]([O-])=C/F
* spin multiplicity: 1
* LUMO: 0.36 eV
* HOMO-LUMO gap: 9.046 eV
* HOMO: -8.7 eV

Here is how they stack up, most stable first: i, ii.

i | Computed, not measured: a cluster of 4 separate species, C3H14O3S2 in total, with wB97M-V/def2-TZVPD.

Last column: Löwdin charge in e.
Cartesian coordinates (Å):
O -0.9675 -5.8839 1.9871  -0.06
S -0.2341 0.9041 0.7229  0.39
H -0.9732 2.7890 2.6785  0.10
C 0.1817 4.5931 2.6169  -0.10
H 1.2249 4.4336 2.9052  0.07
C 0.6668 2.3968 1.3538  -0.55
C -0.3644 3.3132 1.9442  -0.36
H -1.6206 -6.3556 1.4601  0.03
H 1.3381 1.9442 2.0828  0.07
O 1.0938 -1.8655 -5.6995  -0.06
H 0.1429 5.4701 1.9743  0.07
H -1.6228 -3.5729 -0.2669  0.03
H -1.0768 3.6357 1.1879  0.10
S 0.8158 0.2870 -0.9281  0.30
H -0.3831 4.8197 3.5148  0.06
H 2.0540 -1.8432 -5.6799  0.03
H -1.6504 -2.1030 -0.6549  0.01
H 1.2972 2.8231 0.5761  0.08
H 0.8342 -2.1826 -4.8348  0.03
O -1.8242 -2.9841 -1.0038  -0.06
H -1.0887 -6.2276 2.8822  0.04
H 1.9712 0.0517 -0.3288  -0.21

Properties
* SMILES: CCCSS.O.O.O
* spin multiplicity: 1
* LUMO: 0.46 eV
* HOMO-LUMO gap: 9.228 eV
* HOMO: -8.8 eV

ii | Computed, not measured: a cluster of 4 separate species, C3H14O3S2 in total, with wB97M-V/def2-TZVPD.

Last column: Löwdin charge in e.
Cartesian coordinates (Å):
H 2.2259 0.1153 1.8738  0.01
H -2.0694 -1.6123 1.5085  0.10
C 0.0911 2.1332 0.1823  -0.58
H 1.3314 -1.3447 0.2607  0.02
H 1.1362 -1.0767 -2.8888  0.04
H 0.8144 -1.9947 -1.0919  -0.03
H -3.5500 -0.6153 0.2933  0.07
H -1.0397 -1.6181 0.0203  0.09
S -2.8576 1.5383 0.8446  0.49
O 1.6413 -0.2805 -2.6651  -0.11
C -1.5022 -0.9103 0.8180  -0.19
H 0.6709 3.1554 0.3009  0.07
H 3.2266 -0.5318 0.7932  0.08
O 2.5522 -0.6593 1.4884  -0.03
H 0.4075 1.9565 1.2051  0.03
H 0.5087 1.5823 -0.7371  0.06
H -2.5180 -0.1703 -1.0127  0.11
C -2.5577 -0.0949 0.1593  -0.67
H 2.1546 -0.1510 -1.8369  0.04
H -0.6548 -0.5293 1.2847  0.02
O 1.4735 -1.5645 -0.6754  -0.06
S -1.4849 2.6726 -0.1251  0.45

Properties
* SMILES: CCSSC.O.O.O
* spin multiplicity: 1
* LUMO: 0.31 eV
* HOMO-LUMO gap: 8.716 eV
* HOMO: -8.4 eV

iii | Computed, not measured: a structure of composition C3H14O3S2, with wB97M-V/def2-TZVPD.

Last column: Löwdin charge in e.
Cartesian coordinates (Å):
S 2.8501 0.5043 -0.3368  0.75
H -1.2631 1.8134 0.2432  -0.04
C 1.7469 1.2010 -1.5856  -0.44
C 0.2131 -0.4463 1.6807  -0.63
C -1.3009 -0.5275 1.9131  -0.14
H 0.0815 -2.9827 -0.5374  0.04
H 0.7427 -1.2731 2.1619  0.09
H -1.7857 0.1981 1.2618  0.06
O -0.1285 -2.1587 -0.1168  -0.12
H -1.1647 -0.7582 -2.5673  -0.03
S 0.7707 1.2098 1.9772  0.94
H -0.4408 -1.4963 -0.8466  -0.01
H 1.9023 0.6334 -2.5088  0.05
H -1.7141 -0.3036 2.8992  0.07
O -1.3234 -0.5728 -1.6391  -0.33
H 1.9963 1.0037 0.7005  -0.28
H -1.6447 -1.5400 1.6834  0.09
H -1.3170 0.9729 -1.1556  -0.03
H 2.0189 2.2326 -1.8103  0.04
H 0.7068 1.1067 -1.3126  -0.01
H 0.3445 -0.6872 0.6074  0.04
O -1.2909 1.8706 -0.7117  -0.12

Properties
* spin multiplicity: 1
* LUMO: -4.91 eV
* HOMO-LUMO gap: 3.784 eV
* HOMO: -8.7 eV

Here is how they stack up, most stable first: i, ii, iii.

i | Computed, not measured: a cluster of 2 separate species, C5H8N in total, with wB97M-V/def2-TZVPD.

Last column: Löwdin charge in e.
Cartesian coordinates (Å):
C 1.1216 -0.3231 -1.0866  -0.04
C 3.0451 -0.0464 0.6581  0.33
N 0.3481 0.0776 0.0366  -0.26
C 1.8697 0.0604 0.1554  -0.29
H 1.1959 -1.8555 -1.5223  0.30
H -0.7090 -0.6940 1.6963  0.11
C -0.2609 1.4362 0.2005  0.07
H -0.0803 1.6803 1.1815  0.09
H 0.1537 2.2456 -0.4546  0.15
C -0.4091 -0.9481 0.7088  0.03
H 1.4090 0.1827 -2.0586  0.15
H 0.2826 -1.8566 0.5401  0.14
H -1.2614 1.4277 -0.0196  0.08
H -1.3202 -0.9748 0.0596  0.14

Properties
* spin multiplicity: 1
* charge: +1
* LUMO: -6.08 eV
* HOMO-LUMO gap: 9.379 eV
* HOMO: -15.5 eV

ii | Computed, not measured: the ion C5H8N with charge +1, with wB97M-V/def2-TZVPD.

Last column: Löwdin charge in e.
Cartesian coordinates (Å):
H -0.1715 0.7138 0.6070  0.11
C 2.6670 0.4845 -0.6648  0.11
C 1.0044 -1.2075 0.3999  -0.02
H -2.6682 0.6014 -1.1766  0.24
C -1.3248 -0.6566 -0.3915  0.05
H -3.2760 -0.2508 0.1424  0.17
H 2.6524 1.4803 -1.0413  0.05
H 0.8085 -1.9978 -0.2341  0.10
C 1.4868 -0.0835 -0.3092  -0.22
N -2.4148 0.2359 -0.1616  0.11
C -0.0491 -0.0989 -0.0451  -0.18
H 1.2328 -1.3223 1.4726  0.15
H 3.7053 0.0626 -0.2978  0.14
H -2.2488 1.0200 0.5240  0.18

Properties
* spin multiplicity: 1
* charge: +1
* LUMO: -5.37 eV
* HOMO-LUMO gap: 8.284 eV
* HOMO: -13.7 eV

iii | Computed, not measured: the ion C5H8N with charge +1, with wB97M-V/def2-TZVPD.

Last column: Löwdin charge in e.
Cartesian coordinates (Å):
N 0.3088 -1.5921 -0.3573  0.28
C -0.4805 0.0845 1.4886  0.01
H 0.9622 -1.8010 0.3020  0.12
C -0.6890 -0.4360 0.0388  -0.14
H -0.3735 -2.3009 -0.6032  0.17
H 0.2893 -0.4583 2.0287  0.12
H -1.7663 1.4338 -1.0320  0.21
H -1.3635 0.2968 2.1544  0.15
C -0.0186 0.9832 0.5137  -0.17
C -0.7707 0.7862 -0.7164  -0.07
C 0.7363 1.1951 -0.6801  -0.03
H 0.5758 -1.3253 -1.2729  0.14
H 0.9163 2.2406 -0.7687  0.10
H 1.6735 0.8934 -1.0956  0.11

Properties
* SMILES: [NH3+][C@]12C[C@]13C[C@H]32
* spin multiplicity: 1
* charge: +1
* LUMO: -3.47 eV
* HOMO-LUMO gap: 10.027 eV
* HOMO: -13.5 eV

iv | Computed, not measured: the ion C5H8N with charge +1, with wB97M-V/def2-TZVPD.

Last column: Löwdin charge in e.
Cartesian coordinates (Å):
H -1.4931 2.1374 -1.6066  0.13
C -0.8306 0.0104 1.1135  0.25
H 1.5256 -0.5281 -0.8882  0.10
C -0.2370 0.5295 -0.1493  -0.37
H -0.4745 0.4771 1.9678  0.09
H -1.7200 -0.6201 1.2183  0.11
C 0.4964 1.8422 -0.3559  0.04
C 0.5132 -0.7319 -0.7354  -0.08
H 0.2855 -1.2868 -1.6474  0.13
H 1.1391 -1.7092 1.0362  0.11
C -0.6418 1.8576 -0.9534  0.13
H -0.2997 -2.4948 0.5593  0.17
H 1.4201 2.1511 -0.0434  0.10
N 0.3167 -1.6342 0.4846  0.10

Properties
* spin multiplicity: 1
* charge: +1
* LUMO: -5.28 eV
* HOMO-LUMO gap: 9.095 eV
* HOMO: -14.4 eV

Here is how they stack up, most stable first: iv, iii, ii, i.